Computed, not measured: a cluster of 3 separate species, C22H25O8PS in total in a non-equilibrium geometry, with the ωB97M-V functional and the def2-TZVPD basis.

Geometry as XYZ:
```
57
C22H25O8PS the ωB97M-V functional and the def2-TZVPD basis
O 6.72 -1.92 1.39
C 6.58 -1.03 0.58
C 7.56 0.19 0.49
C 8.09 0.78 1.71
C 8.96 1.95 1.56
C 9.26 2.47 0.23
C 8.76 1.84 -1.00
C 7.90 0.69 -0.86
C 7.27 -0.10 -2.05
O 7.87 -0.41 -3.05
C 5.77 -0.51 -1.82
C 4.77 -0.39 -2.86
C 3.38 -0.77 -2.53
P 2.12 -0.55 -3.87
S 1.08 -2.14 -4.29
C 3.02 -1.28 -1.21
C 4.06 -1.39 -0.18
C 5.42 -0.99 -0.47
H 7.81 0.32 2.68
H 9.37 2.42 2.48
H 9.91 3.38 0.16
H 9.00 2.26 -2.01
H 5.06 -0.03 -3.87
H 2.79 0.02 -5.00
H 1.25 0.49 -3.40
H 1.98 -1.59 -0.92
H 3.84 -1.76 0.86
C -4.09 0.48 -2.93
C -3.18 -0.66 -2.49
O -2.08 -0.16 -1.71
C -2.37 0.16 -0.44
O -3.45 0.07 0.09
O -1.25 0.63 0.13
C -1.44 1.11 1.46
H -3.52 1.25 -3.45
H -4.87 0.10 -3.59
H -4.57 0.96 -2.07
H -2.75 -1.14 -3.36
H -3.73 -1.42 -1.94
H -1.91 0.36 2.09
H -2.04 2.03 1.44
H -0.46 1.34 1.87
C -8.99 -0.39 4.86
C -8.97 -1.51 3.84
O -8.79 -1.01 2.51
C -7.55 -0.63 2.19
O -6.58 -0.69 2.91
O -7.57 -0.16 0.94
C -6.31 0.37 0.51
H -9.74 0.35 4.59
H -9.21 -0.78 5.85
H -8.03 0.13 4.90
H -9.93 -2.03 3.85
H -8.20 -2.25 4.07
H -5.51 -0.35 0.64
H -6.09 1.29 1.05
H -6.40 0.60 -0.55
```

## Properties
Net charge: 0
E_tot in hartree: -2194.74328
Lowest unoccupied orbital energy in eV: -1.02
SMILES: O=C1c2ccccc2C(=O)c2cc([PH2]=S)ccc21.CCOC(=O)OC.CCOC(=O)OC

natural (NBO) atomic charge list, values in e, 6 entries: atom 1 (O): -0.4954, atom 2 (C): 0.5436, atom 3 (C): -0.1200, atom 4 (C): -0.1708, atom 5 (C): -0.2041, atom 6 (C): -0.1980

***

Computed, not measured: an isolated molecule of C5H10O, with the ωB97M-V functional and the def2-TZVPD basis.

Geometry as XYZ:
```
16
C5H10O the ωB97M-V functional and the def2-TZVPD basis
C 2.59 0.17 -0.19
C 1.22 0.08 0.46
O 0.25 0.21 -0.56
C -0.92 -0.49 -0.29
C -1.92 0.08 0.68
C -2.19 0.10 -0.81
H 3.39 0.11 0.56
H 2.69 1.11 -0.74
H 2.72 -0.66 -0.89
H 1.11 -0.89 0.97
H 1.08 0.87 1.22
H -0.81 -1.57 -0.32
H -2.49 -0.61 1.30
H -1.67 1.02 1.15
H -2.94 -0.57 -1.22
H -2.10 1.05 -1.32
```

## Properties
Net charge: 0
E_tot in hartree: -271.69895
Lowest unoccupied orbital energy in eV: 1.22
SMILES: CCOC1CC1
Energy above the lowest of the compared OMol25 structures with the same formula, charge and spin in eV: 1.4603

natural (NBO) atomic charge list, values in e, 6 entries: atom 1 (C): -0.6222, atom 2 (C): -0.0583, atom 3 (O): -0.5292, atom 4 (C): 0.0848, atom 5 (C): -0.4579, atom 6 (C): -0.4323

***

Computed, not measured: a structure of composition H8O16S3Zn in a non-equilibrium geometry, with the ωB97M-V functional and the def2-TZVPD basis.

Geometry as XYZ:
```
28
H8O16S3Zn the ωB97M-V functional and the def2-TZVPD basis
Zn 0.64 14.56 11.54
S -2.25 15.27 10.17
O -0.99 15.33 10.93
O -2.75 13.93 10.24
O -3.19 16.23 10.79
O -2.03 15.56 8.71
S 2.92 12.42 11.70
O 2.70 12.26 10.25
O 2.11 13.55 12.21
O 2.60 11.15 12.36
O 4.32 12.66 11.88
S 1.83 14.96 8.39
O 1.44 14.93 9.81
O 2.19 13.63 8.06
O 0.74 15.48 7.59
O 3.00 15.83 8.26
O 1.45 16.42 12.26
H 1.88 16.53 13.11
H 1.46 17.30 11.87
O -0.30 14.23 13.38
H 0.05 14.20 14.27
H -1.25 14.29 13.49
O 1.52 12.72 14.65
H 1.75 12.89 13.74
H 2.30 12.31 15.02
O -0.19 12.78 10.93
H -1.09 12.92 10.64
H 0.15 12.09 10.36
```

## Properties
Net charge: -4
E_tot in hartree: -4182.28410
Lowest unoccupied orbital energy in eV: 8.15
Energy above the lowest of the compared OMol25 structures with the same formula, charge and spin in eV: 3.7178

natural (NBO) atomic charge list, values in e, 6 entries: atom 1 (Zn): 1.7569, atom 2 (S): 2.6150, atom 3 (O): -1.1900, atom 4 (O): -1.1449, atom 5 (O): -1.1431, atom 6 (O): -1.0583

***

| no. | HOMO energy (eV) |
| --- | --- |
| 1 | -8.8 |
| 2 | -9.5 |
| 3 | 5.6 |